Entry 1:
A structure of composition C32H31BrN4OPTa at a distorted geometry, computed with ωB97M-V/def2-TZVPD.

Geometry as XYZ:
```
71
Properties=species:S:1:pos:R:3
Ta -0.10 -0.25 0.41
Br 3.46 1.94 -7.49
P -1.12 1.75 -1.05
O -0.46 -1.72 -0.81
N 0.78 0.49 1.77
N 3.10 -4.12 -4.29
N 1.84 -0.72 -0.95
N 3.92 -3.60 -5.05
C 2.61 -2.42 -2.55
C 0.97 -4.10 -3.21
C -3.72 0.96 -1.61
C 2.20 2.91 -3.96
C -4.32 -0.71 -3.24
C 1.48 2.27 -1.77
C 2.22 -3.53 -3.38
C -2.97 -0.88 -3.56
C 4.13 -0.79 -1.64
C 0.02 -3.52 -2.35
C -1.84 3.36 -0.68
C 3.57 0.22 -6.75
C 2.41 -0.39 -6.27
C -2.01 -0.13 -2.91
C 3.07 -0.23 -0.92
C 1.69 0.65 2.91
C 2.59 -0.58 2.99
C 0.18 2.13 -2.23
C 4.79 -0.43 -6.70
C -2.38 0.81 -1.95
C 3.90 -1.89 -2.44
C 0.87 0.80 4.18
C 4.87 -1.70 -6.14
C 2.49 2.67 -2.63
C -4.69 0.20 -2.26
C 0.35 -2.39 -1.66
C 3.73 -2.28 -5.60
C 0.90 2.78 -4.43
C -0.12 2.40 -3.57
C 2.49 -1.64 -5.69
C 2.55 1.90 2.67
C 1.61 -1.84 -1.75
H 0.24 -0.08 4.34
H -5.07 -1.28 -3.75
H 3.22 0.63 -0.29
H 5.81 -2.23 -6.09
H 5.11 -0.36 -1.55
H 2.99 3.22 -4.64
H -2.69 -1.59 -4.32
H 3.50 2.81 -2.26
H 0.67 3.00 -5.47
H 3.21 -0.67 2.09
H -1.13 2.32 -3.94
H -2.62 3.30 0.08
H 3.03 1.85 1.70
H 3.25 -0.50 3.86
H 5.67 0.05 -7.11
H -0.96 -0.26 -3.18
H 1.94 2.80 2.72
H -5.73 0.33 -2.00
H 1.70 2.10 -0.72
H 2.00 -1.49 3.11
H 0.73 -4.98 -3.79
H 1.53 0.90 5.04
H -2.26 3.73 -1.62
H -0.96 -3.95 -2.23
H 1.60 -2.13 -5.34
H -4.03 1.66 -0.84
H 0.22 1.68 4.13
H 3.32 1.96 3.44
H 1.46 0.10 -6.38
H 4.73 -2.36 -2.95
H -1.06 4.02 -0.32
```

The value obtained for the relative energy (zero: lowest compared OMol25 entry of this formula, charge and spin) is 31.7 kcal/mol. The gap between HOMO and LUMO comes out at 4.7 eV. Its total charge is +2.


Entry 2:
A structure of composition C24H35DyNOP2Si at a distorted geometry, computed with ωB97M-V/def2-TZVPD.

Geometry as XYZ:
```
65
Properties=species:S:1:pos:R:3
Dy -0.21 0.38 0.18
P 0.35 3.03 -0.03
P -2.22 0.65 2.08
Si 2.05 -1.26 1.63
O -0.06 -2.01 -1.83
N -1.71 0.48 -1.13
C -0.81 2.30 -2.55
C 0.53 -0.45 2.32
C -0.69 0.45 -4.67
C 1.80 -3.12 1.51
C -3.76 -0.37 -0.06
C -4.69 -1.41 0.02
C -0.90 3.31 -1.41
C -0.05 4.39 1.12
C -3.87 -2.36 -2.05
C -4.73 -2.41 -0.96
C -2.73 -0.73 3.15
C -1.88 -1.31 -3.25
C 3.56 -0.92 2.70
C -1.33 0.11 -3.48
C -2.50 2.12 3.13
C -2.83 -0.40 -1.13
C 2.42 -0.62 -0.12
C -3.71 0.74 0.97
C -2.94 -1.33 -2.15
C -0.80 -2.12 -2.79
C 1.87 3.62 -0.85
C -0.16 2.62 -3.74
C -0.09 1.70 -4.79
C -1.33 0.98 -2.41
H -1.53 2.49 3.47
H -1.86 -1.10 3.71
H -0.72 4.32 -1.79
H 2.05 -1.28 -0.92
H 0.75 4.46 1.87
H -4.58 0.67 1.64
H 2.01 3.11 -1.82
H -0.07 -1.16 2.90
H -3.01 2.91 2.56
H 4.39 -0.55 2.09
H -5.45 -3.22 -0.87
H -0.99 4.18 1.63
H 3.51 -0.63 -0.15
H -3.69 1.73 0.50
H -0.66 -0.28 -5.49
H -3.11 1.83 4.00
H 2.15 0.44 -0.35
H -3.90 -3.12 -2.84
H 0.30 3.61 -3.85
H -1.90 3.28 -0.93
H -1.01 -2.75 -3.64
H 1.83 4.70 -1.01
H 3.31 -0.15 3.44
H 1.51 -3.39 0.49
H 2.73 3.38 -0.22
H 0.74 0.41 2.99
H -3.13 -1.56 2.55
H -5.38 -1.44 0.86
H 0.43 1.98 -5.71
H 1.00 -3.44 2.19
H 3.88 -1.82 3.22
H 2.72 -3.65 1.77
H -2.37 -1.62 -4.18
H -3.50 -0.39 3.86
H -0.12 5.35 0.58
```

The value obtained for the relative energy (zero: lowest compared OMol25 entry of this formula, charge and spin) is 0.0 kcal/mol. As for the spin multiplicity: 6. The gap between HOMO and LUMO (spin up / spin down) comes out at 7.3 / 7.5 eV. Its total charge is +1.


Entry 3:
A structure of composition C47H58CdN4O4P, computed with ωB97M-V/def2-TZVPD.

Geometry as XYZ:
```
115
Properties=species:S:1:pos:R:3
Cd -0.40 0.22 -0.07
P -0.13 1.96 -2.11
O -1.53 1.67 1.13
O 1.59 -0.07 0.69
O -3.79 -1.28 -1.71
O 0.58 -2.48 -1.69
N -1.51 -1.55 -1.51
N -1.23 -1.25 1.52
N 2.87 -0.30 -2.13
N 2.07 -0.44 -3.31
C -2.79 -1.98 -1.74
C -4.20 4.75 0.26
C 1.77 1.21 3.09
C 5.55 -1.01 0.71
C -1.15 4.66 -2.26
C 3.80 0.29 -4.86
C -5.30 3.04 -1.00
C -2.99 -1.76 3.02
C 5.25 -2.64 2.43
C -4.62 2.07 -0.26
C -2.83 1.44 1.51
C 2.07 3.14 -0.89
C -1.20 3.33 -1.52
C -1.94 1.64 3.86
C 1.52 2.76 -2.26
C -2.48 -1.05 1.95
C -0.42 -2.11 2.15
C 1.71 -0.18 3.09
C -3.29 -0.02 1.21
C 1.52 -0.13 5.50
C -3.38 1.85 5.78
C -5.09 4.38 -0.74
C 1.90 -1.17 -5.59
C -2.82 -3.47 -2.10
C 1.00 -2.22 1.67
C 3.72 -2.11 -4.15
C 6.08 -2.00 1.53
C -4.31 1.76 3.57
C -0.64 -2.56 -1.77
C 3.36 -1.33 1.68
C 1.60 1.26 5.49
C 3.91 -2.31 2.51
C 1.87 -0.91 1.74
C 4.21 -0.68 0.79
C -2.19 -2.69 3.65
C -3.53 3.79 0.99
C -3.73 2.43 0.74
C -1.38 0.42 -4.15
C -1.36 -3.84 -2.21
C 1.57 -0.84 4.31
C -3.04 1.65 3.02
C 2.89 -0.86 -4.46
C -0.89 -2.88 3.21
C 1.72 1.92 4.28
C -2.11 1.74 5.24
C -0.66 1.73 -3.86
C -4.48 1.86 4.94
H 2.32 0.22 -1.45
H 2.06 2.28 -0.21
H -4.02 5.80 0.47
H -0.77 -0.43 -3.86
H 1.48 -3.03 2.22
H 1.25 -2.00 -5.32
H 0.25 1.81 -4.47
H 1.84 1.72 2.14
H 3.20 1.16 -5.16
H 3.08 -2.90 -3.75
H -1.30 2.57 -4.13
H -1.61 0.34 -5.21
H 2.96 -1.21 -1.68
H -5.18 1.78 2.92
H 3.80 0.10 0.17
H -4.34 -0.15 1.47
H 1.76 3.01 4.26
H 2.16 2.03 -2.75
H 4.44 0.00 -5.70
H 1.39 -1.18 -3.12
H -0.23 -3.59 3.69
H 1.49 3.94 -0.42
H -4.78 1.02 -0.51
H -2.81 4.06 1.75
H 1.56 1.81 6.42
H -3.40 -3.61 -3.01
H -5.98 2.74 -1.78
H -5.61 5.14 -1.32
H -0.97 3.45 -0.46
H -1.04 -4.65 -1.56
H 6.19 -0.49 0.01
H 3.29 -2.81 3.24
H -3.34 -3.99 -1.29
H 7.13 -2.26 1.47
H -2.57 -3.27 4.49
H -1.56 4.58 -3.27
H -1.04 -4.08 -3.22
H 4.49 -1.89 -3.41
H -5.48 1.95 5.36
H -4.00 -1.57 3.36
H 1.28 -0.30 -5.79
H 1.44 3.63 -2.92
H -0.95 1.56 3.42
H -1.24 1.73 5.89
H 2.44 -1.44 -6.50
H -3.51 1.93 6.86
H 1.02 -2.50 0.61
H 4.42 0.58 -4.02
H -0.13 5.04 -2.34
H -3.19 -0.21 0.14
H -2.22 2.93 -1.52
H 1.41 -0.66 6.44
H 5.65 -3.41 3.09
H 1.51 -1.91 4.34
H -1.74 5.40 -1.73
H 3.11 3.48 -0.97
H -2.31 0.35 -3.59
H 4.21 -2.48 -5.05
```

The value obtained for the relative energy (zero: lowest compared OMol25 entry of this formula, charge and spin) is 0.0 kcal/mol. The gap between HOMO and LUMO comes out at 8.1 eV. Its total charge is -1.


Entry 4:
A structure of composition C22H25N5OS at a distorted geometry, computed with ωB97M-V/def2-TZVPD.

Geometry as XYZ:
```
54
Properties=species:S:1:pos:R:3
S -0.79 1.83 1.64
O 3.55 -1.96 1.32
N -1.64 4.08 0.58
N 2.99 -2.53 -0.87
N -0.29 -2.58 -0.50
N 0.16 2.99 -0.52
N 1.20 -4.37 -0.70
C 0.16 -3.81 1.62
C 1.23 -0.17 0.93
C 2.44 -0.39 -0.16
C -0.61 -2.93 2.05
C 2.97 -1.62 0.16
C -4.15 4.82 0.05
C 1.74 1.46 -1.35
C -1.29 -2.05 0.30
C -2.96 4.63 -0.82
C -1.47 -2.19 1.50
C -2.51 4.07 1.96
C 2.25 -2.57 -2.07
C 0.92 1.93 -0.38
C 1.61 -3.89 -1.89
C 0.37 -3.63 0.10
C -3.94 3.54 1.17
C -0.88 3.00 0.64
C 2.53 0.30 -1.30
C 2.35 -4.79 -0.07
C -1.63 5.09 -0.36
C 0.78 1.01 0.77
C 3.66 -3.99 -0.68
H -3.93 2.67 0.59
H 1.74 -1.75 -2.00
H -2.92 3.91 -1.56
H 0.73 -4.59 1.94
H 1.80 -4.67 -2.51
H -0.94 4.89 -1.04
H 4.39 -3.89 0.26
H -0.73 -3.19 3.39
H -4.51 5.64 0.33
H 0.18 -3.83 -2.53
H -4.70 3.54 1.84
H 2.53 -4.80 1.14
H -1.87 6.21 0.11
H 2.91 -2.53 -3.18
H -2.37 3.27 2.51
H 2.71 -5.91 -0.21
H -2.75 5.01 2.15
H 3.28 0.07 -1.85
H 1.29 -0.62 1.81
H 4.16 -4.47 -1.34
H 2.14 2.20 -2.28
H -1.62 -1.17 -0.35
H -5.10 4.61 -0.61
H -3.16 5.45 -1.82
H -1.99 -1.29 2.04
```

The value obtained for the relative energy (zero: lowest compared OMol25 entry of this formula, charge and spin) is 502.9 kcal/mol. The gap between HOMO and LUMO comes out at 7.4 eV.


Entry 5:
A cluster of 2 separate species, C9H23N3P in total at a distorted geometry, computed with ωB97M-V/def2-TZVPD.

Geometry as XYZ:
```
36
Properties=species:S:1:pos:R:3
P -0.22 -0.48 -1.53
N -1.24 2.44 1.78
N -0.56 0.99 -0.57
N -1.77 -1.14 -1.41
C -1.85 1.62 -0.53
C 2.84 -1.65 3.19
C 3.27 -2.58 0.91
C -2.27 1.74 0.91
C -1.18 -0.55 -4.45
C 0.50 1.71 0.13
C -0.60 0.24 -3.27
C 3.19 -1.38 1.91
C 0.11 1.83 1.60
H 3.75 -0.48 1.66
H 2.30 -3.05 0.94
H 1.41 1.27 0.07
H -1.96 -1.40 -4.18
H 0.49 2.65 -0.32
H -1.84 -2.10 -1.01
H 3.31 -2.11 -0.11
H -0.45 -1.01 -5.03
H -1.67 0.22 -5.07
H -2.33 -1.14 -2.25
H 0.37 0.74 -3.49
H 0.24 0.78 2.14
H -1.64 2.36 2.68
H -1.45 0.83 -2.95
H -1.57 2.60 -0.83
H 2.39 -2.59 3.21
H 4.12 -3.24 0.97
H -2.54 1.06 -1.10
H 0.79 2.40 2.26
H -2.31 0.77 1.30
H -3.20 2.15 0.95
H 2.68 -0.98 4.07
H -1.15 3.38 1.45
```

The value obtained for the relative energy (zero: lowest compared OMol25 entry of this formula, charge and spin) is 23.4 kcal/mol. The gap between HOMO and LUMO comes out at 8.5 eV. Its total charge is +1.


Entry 6:
A cluster of 4 separate species, C22H36N3O7P in total at a distorted geometry, computed with ωB97M-V/def2-TZVPD.

Geometry as XYZ:
```
69
Properties=species:S:1:pos:R:3
P -2.12 -1.14 3.58
O -2.47 -2.71 3.79
O -3.16 -0.74 2.35
O -0.81 -2.44 7.99
O -0.83 -1.13 2.82
O 6.07 1.52 -5.69
O -3.25 -0.62 4.62
O -1.92 3.79 -1.02
N 0.94 3.11 -3.07
N 3.07 2.45 -5.80
N 2.31 2.49 -4.62
C 2.31 1.50 -3.67
C 0.22 -3.07 8.57
C -2.41 0.51 -4.27
C 1.47 3.45 -4.24
C -2.13 -0.67 -3.53
C -0.03 3.99 -2.41
C 1.47 1.90 -2.67
C -1.56 -4.09 5.52
C 3.24 -0.20 -2.22
C -1.60 -0.17 6.39
C -1.36 0.84 -1.62
C -1.45 -3.67 4.07
C -1.64 -0.61 -2.26
C -2.48 -0.83 0.05
C -1.64 1.89 -2.45
C 6.52 0.94 -6.91
C 3.43 -0.39 -1.05
C -2.68 0.04 1.27
C -2.18 1.73 -3.77
C -2.95 -0.75 6.03
C 3.06 0.18 -3.64
C -1.30 3.24 -1.89
H -1.44 -0.21 7.47
H 1.17 -3.13 7.97
H 2.43 2.65 -6.57
H -2.29 -1.66 -3.95
H -1.42 -1.53 -1.73
H 4.05 0.28 -4.11
H 5.29 2.04 -5.88
H 0.41 4.62 -1.64
H 2.49 -0.62 -4.13
H -1.30 -3.25 6.17
H -2.58 -4.40 5.76
H 3.39 1.49 -5.89
H -3.43 -1.29 -0.25
H 0.59 -2.65 9.54
H -2.36 2.61 -4.37
H -3.44 0.81 1.06
H -1.76 0.55 1.54
H -1.53 0.86 6.04
H -0.45 -3.29 3.87
H -2.78 0.42 -5.29
H 1.28 4.34 -4.82
H -3.73 -0.21 6.57
H -1.79 -1.65 0.26
H -3.02 -1.79 6.33
H -1.61 -4.53 3.40
H -0.42 4.67 -3.18
H -0.79 -0.75 5.92
H 6.77 1.72 -7.64
H -0.88 -4.92 5.74
H 0.06 -4.15 8.84
H 1.21 1.40 -1.76
H 5.75 0.29 -7.33
H -0.93 1.03 -0.63
H 7.41 0.36 -6.70
H -2.06 -0.20 -0.88
H 3.52 -0.25 0.01
```

The gap between HOMO and LUMO comes out at 2.2 eV.